Computed, not measured: 2 unconnected molecules or ions with the total composition C43H46N2O2P in a non-equilibrium geometry, with the ωB97M-V functional and the def2-TZVPD basis.

Computed properties:
HOMO = -0.3518 hartree
net charge = +1
2S+1 = 1

Geometry as XYZ:
```
94
C43H46N2O2P | the Open Molecules 2025 dataset | the ωB97M-V functional and the def2-TZVPD basis
C -7.026 -1.342 1.440
C -6.346 -2.056 0.261
C -4.876 -1.609 0.259
N -4.776 -0.568 1.262
C -3.607 0.067 1.552
C -3.555 1.118 2.515
C -2.353 1.687 2.874
C -1.123 1.249 2.295
C 0.126 1.815 2.659
C 1.345 1.119 2.359
C 1.561 -0.218 2.805
C 2.670 -0.927 2.392
C 3.589 -0.349 1.468
N 4.728 -1.009 1.105
C 5.201 -2.207 1.766
C 6.571 -2.525 1.140
C 6.816 -1.470 0.052
C 5.657 -0.469 0.134
C 3.342 0.961 0.976
C 2.303 1.704 1.495
C -1.206 0.239 1.274
C -2.405 -0.322 0.900
C -5.979 -0.394 2.047
H -7.904 -0.775 1.113
H -7.351 -2.067 2.192
H -6.411 -3.141 0.363
H -6.813 -1.775 -0.687
H -4.201 -2.453 0.483
H -4.579 -1.236 -0.734
H -4.489 1.472 2.964
H -2.315 2.475 3.629
H 0.178 2.878 2.903
H 0.823 -0.667 3.468
H 2.853 -1.939 2.760
H 5.306 -2.059 2.857
H 4.487 -3.033 1.633
H 7.346 -2.466 1.909
H 6.575 -3.543 0.732
H 7.761 -0.949 0.232
H 6.854 -1.917 -0.944
H 5.169 -0.321 -0.843
H 6.031 0.519 0.446
H 4.008 1.396 0.227
H 2.174 2.749 1.202
H -0.289 -0.095 0.783
H -2.431 -1.074 0.107
H -6.322 0.650 1.997
H -5.799 -0.624 3.112
C -4.215 1.518 7.028
C -3.082 2.436 7.409
O -2.146 2.512 6.309
C -1.032 3.205 6.687
C 0.012 3.344 5.688
P 1.249 4.508 6.083
C 0.613 6.126 6.608
C 0.724 6.576 7.932
C 0.323 7.871 8.268
C -0.243 8.707 7.300
C -0.439 8.229 6.000
C -0.034 6.935 5.660
C 2.365 4.027 7.440
C 3.593 4.693 7.590
C 4.402 4.423 8.698
C 4.008 3.458 9.633
C 2.804 2.769 9.464
C 1.992 3.036 8.359
C 2.405 4.820 4.711
C 2.695 6.095 4.191
C 3.667 6.243 3.197
C 4.379 5.135 2.728
C 4.080 3.864 3.229
C 3.091 3.705 4.201
O -0.948 3.669 7.843
H -4.892 1.411 7.877
H -4.796 1.910 6.190
H -3.847 0.523 6.773
H -3.458 3.443 7.627
H -2.569 2.045 8.296
H -0.034 2.775 4.777
H 1.139 5.920 8.696
H 0.462 8.231 9.287
H -0.547 9.722 7.565
H -0.891 8.867 5.240
H -0.192 6.564 4.646
H 3.913 5.425 6.846
H 5.335 4.968 8.829
H 4.644 3.242 10.493
H 2.487 2.025 10.194
H 1.052 2.508 8.219
H 2.178 6.978 4.574
H 3.877 7.236 2.795
H 5.159 5.254 1.970
H 4.620 2.990 2.862
H 2.860 2.707 4.582
```



Computed, not measured: 11 unconnected molecules or ions with the total composition C44H88O12S in a non-equilibrium geometry, with the ωB97M-V functional and the def2-TZVPD basis.

Computed properties:
SMILES string = O=S1(=O)CCCC1.C1CCOC1.C1CCOC1.C1CCOC1.C1CCOC1.C1CCOC1.C1CCOC1.C1CCOC1.C1CCOC1.C1CCOC1.C1CCOC1
HOMO = -0.3373 hartree
net charge = 0
2S+1 = 1

Geometry as XYZ:
```
145
C44H88O12S | the Open Molecules 2025 dataset | the ωB97M-V functional and the def2-TZVPD basis
O 3.391 2.799 -1.425
S 3.249 2.111 -2.687
O 2.827 2.795 -3.852
C 4.685 1.054 -3.157
C 4.125 -0.364 -3.361
C 2.603 -0.238 -3.399
C 2.137 0.679 -2.408
H 5.416 1.259 -2.430
H 4.929 1.574 -4.117
H 4.527 -0.838 -4.227
H 4.417 -1.039 -2.491
H 2.207 -1.245 -3.226
H 2.346 0.046 -4.426
H 2.344 0.342 -1.365
H 1.111 1.054 -2.507
C -2.203 -1.301 -4.451
C -2.521 -2.390 -3.452
C -2.043 -1.942 -2.027
O -1.868 -0.501 -2.264
C -1.396 -0.337 -3.587
H -3.078 -0.793 -4.763
H -1.677 -1.719 -5.308
H -2.113 -3.345 -3.836
H -3.653 -2.547 -3.323
H -1.063 -2.370 -1.746
H -2.777 -2.161 -1.165
H -0.381 -0.680 -3.691
H -1.445 0.723 -3.818
C -3.383 3.944 3.473
C -1.830 4.189 3.024
C -1.286 2.739 3.078
O -1.879 2.169 4.239
C -3.206 2.676 4.352
H -4.135 3.734 2.683
H -3.861 4.693 4.040
H -1.280 4.684 3.768
H -1.814 4.615 2.005
H -0.218 2.739 3.273
H -1.494 2.134 2.212
H -3.455 2.845 5.375
H -3.803 1.936 3.862
C 3.230 4.468 1.566
C 3.603 5.424 0.381
C 2.298 5.483 -0.340
O 1.229 5.043 0.529
C 1.856 4.826 1.802
H 3.848 4.655 2.415
H 3.364 3.479 1.196
H 4.341 4.897 -0.200
H 3.962 6.336 0.760
H 2.313 4.785 -1.190
H 1.999 6.490 -0.730
H 1.186 3.970 2.148
H 1.696 5.633 2.488
C 2.360 -4.990 -1.171
C 1.133 -5.535 -1.916
C 1.197 -4.706 -3.235
O 1.703 -3.470 -2.801
C 2.775 -3.718 -1.902
H 3.161 -5.692 -1.300
H 2.240 -4.944 -0.110
H 0.233 -5.286 -1.392
H 1.052 -6.667 -2.041
H 0.227 -4.480 -3.648
H 1.869 -5.176 -3.952
H 2.844 -2.770 -1.291
H 3.771 -3.789 -2.337
C -6.623 -0.795 -3.411
C -6.027 0.477 -2.821
C -5.819 0.161 -1.329
O -6.560 -1.049 -1.048
C -6.435 -1.826 -2.271
H -6.132 -1.200 -4.293
H -7.728 -0.613 -3.520
H -6.616 1.362 -3.012
H -5.089 0.703 -3.209
H -6.222 0.980 -0.700
H -4.742 -0.024 -1.151
H -7.247 -2.544 -2.235
H -5.486 -2.265 -2.267
C 4.338 -0.127 2.148
C 5.174 0.413 0.938
C 5.792 -0.802 0.326
O 4.849 -1.806 0.537
C 4.502 -1.660 1.949
H 3.247 0.142 2.069
H 4.610 0.150 3.164
H 5.936 1.076 1.378
H 4.601 0.981 0.164
H 6.714 -1.050 0.875
H 6.040 -0.754 -0.815
H 5.314 -2.099 2.538
H 3.582 -2.197 2.032
C -1.410 4.680 -1.225
C -1.045 4.970 -2.746
C -0.230 3.754 -3.044
O -0.913 2.679 -2.353
C -1.119 3.200 -1.050
H -2.441 4.842 -1.113
H -0.857 5.295 -0.485
H -0.521 5.935 -2.819
H -1.926 5.048 -3.396
H 0.787 3.858 -2.662
H -0.218 3.562 -4.102
H -0.136 3.076 -0.506
H -1.849 2.598 -0.440
C 1.367 0.250 4.803
C 1.963 -0.909 5.594
C 3.279 -0.245 6.036
O 2.974 1.036 6.348
C 2.076 1.518 5.377
H 0.299 0.271 4.917
H 1.676 0.113 3.748
H 2.121 -1.825 5.002
H 1.301 -1.252 6.378
H 4.073 -0.309 5.263
H 3.717 -0.671 7.001
H 2.663 2.015 4.557
H 1.341 2.251 5.846
C -5.034 -4.416 1.438
C -3.505 -4.700 1.453
C -3.339 -5.928 0.537
O -4.578 -6.245 -0.102
C -5.512 -5.148 0.152
H -5.352 -3.322 1.489
H -5.572 -4.914 2.297
H -3.158 -4.998 2.436
H -2.930 -3.837 1.103
H -2.884 -6.788 0.972
H -2.615 -5.659 -0.278
H -6.529 -5.521 0.330
H -5.604 -4.453 -0.757
C -0.492 -0.458 1.826
C -0.132 -1.917 1.874
C 0.973 -2.081 0.757
O 1.572 -0.812 0.718
C 0.706 0.206 1.087
H -0.707 0.014 2.792
H -1.326 -0.283 1.177
H -1.028 -2.547 1.658
H 0.293 -2.197 2.802
H 0.502 -2.344 -0.148
H 1.821 -2.763 0.991
H 0.372 0.718 0.139
H 1.171 1.030 1.685
```



Computed, not measured: a molecular structure, C7H4F6IN2O5OsS3, with the ωB97M-V functional and the def2-TZVPD basis.

Computed properties:
ΔE to the lowest compared entry with this formula, charge and spin = 6.5 kcal/mol
HOMO (spin up / spin down) = -0.3172 / -0.3439 hartree
<S²> = 8.76
net charge = 0
2S+1 = 6

Geometry as XYZ:
```
29
C7H4F6IN2O5OsS3 | the Open Molecules 2025 dataset | the ωB97M-V functional and the def2-TZVPD basis
Os 0.152 0.457 -0.017
O -1.607 -0.086 1.141
N -1.791 -1.381 1.380
C -3.039 -1.753 1.737
C -3.324 -3.058 2.025
C -2.299 -4.001 1.942
C -1.038 -3.601 1.577
C -0.764 -2.259 1.287
S 0.816 -1.710 0.861
H -3.744 -0.937 1.764
H -4.330 -3.330 2.307
H -2.496 -5.042 2.160
H -0.222 -4.305 1.497
F 5.174 2.518 0.759
C 4.338 2.768 -0.236
F 4.356 4.061 -0.524
F 4.697 2.070 -1.307
S 2.626 2.260 0.210
O 2.665 0.835 0.510
O 1.778 2.580 -0.911
N 2.405 3.146 1.490
S 0.976 3.154 2.137
O 0.099 2.124 1.560
O 1.015 3.261 3.552
C 0.208 4.725 1.552
F 0.950 5.755 1.937
F 0.105 4.727 0.229
F -1.005 4.833 2.084
I -0.660 0.505 -2.471
```



Computed, not measured: 3 unconnected molecules or ions with the total composition C3H10O3 in a non-equilibrium geometry, with the ωB97M-V functional and the def2-TZVPD basis.

Computed properties:
SMILES string = C/C=C\O.O.O
ΔE to the lowest compared entry with this formula, charge and spin = 37.5 kcal/mol
HOMO = -0.3194 hartree
net charge = 0
2S+1 = 1

Geometry as XYZ:
```
16
C3H10O3 | the Open Molecules 2025 dataset | the ωB97M-V functional and the def2-TZVPD basis
C 0.979 -1.021 -2.043
C -0.246 -0.660 -1.215
C -0.229 -0.860 0.110
O 1.012 -1.066 0.705
H 1.327 -1.992 -1.682
H 1.775 -0.274 -2.028
H 0.719 -1.211 -3.086
H -0.947 -0.005 -1.720
H -1.006 -1.066 0.843
H 1.430 -0.205 0.810
O -5.687 3.803 0.959
H -5.719 4.608 1.514
H -5.922 3.017 1.448
O 3.863 -0.797 1.668
H 3.841 -1.671 2.070
H 4.810 -0.600 1.647
```



Computed, not measured: a molecular structure, C27H78F3HfN4O22S2 in a non-equilibrium geometry, with the ωB97M-V functional and the def2-TZVPD basis.

Computed properties:
HOMO = -0.3606 hartree
net charge = +1
2S+1 = 1

Geometry as XYZ:
```
137
C27H78F3HfN4O22S2 | the Open Molecules 2025 dataset | the ωB97M-V functional and the def2-TZVPD basis
Hf 2.019 -5.635 2.725
S -1.018 -6.847 0.043
O -0.732 -7.633 -1.175
O -2.430 -6.469 0.126
O -0.456 -7.395 1.246
O -0.165 -5.675 0.190
C -1.716 0.153 3.520
F -0.886 0.544 4.470
F -2.578 -0.728 4.053
F -2.357 1.232 3.064
S -0.674 -0.737 2.126
O -0.138 -2.030 2.649
O -1.585 -0.895 0.975
O 0.377 0.279 1.887
C 10.610 1.100 3.475
O 9.800 2.242 3.624
C 8.859 2.432 2.539
C 7.767 3.499 2.831
N 6.588 2.970 3.579
C 5.466 3.874 3.738
C 4.490 3.119 4.647
O 5.060 3.198 5.960
C 4.324 2.533 6.969
H 11.450 1.070 4.168
H 11.160 1.127 2.535
H 10.036 0.175 3.526
H 8.373 1.495 2.268
H 9.365 2.720 1.617
H 7.286 3.672 1.869
H 8.135 4.462 3.187
H 6.813 2.726 4.533
H 4.970 3.930 2.769
H 5.774 4.836 4.146
H 4.233 2.108 4.332
H 3.541 3.648 4.739
H 4.253 1.456 6.814
H 3.322 2.939 7.109
H 4.881 2.602 7.903
C -9.985 -1.769 -3.396
O -9.414 -1.506 -2.068
C -9.085 -2.630 -1.301
C -8.425 -2.235 -0.043
N -9.263 -1.377 0.835
C -8.653 -0.853 2.068
C -7.862 0.421 1.762
O -8.777 1.427 1.285
C -8.215 2.719 1.098
H -9.700 -1.038 -4.152
H -11.075 -1.787 -3.367
H -9.649 -2.744 -3.750
H -8.422 -3.264 -1.889
H -9.994 -3.196 -1.095
H -7.443 -1.823 -0.277
H -8.169 -3.147 0.496
H -9.506 -0.520 0.360
H -8.040 -1.602 2.569
H -9.481 -0.658 2.750
H -7.220 0.284 0.892
H -7.290 0.721 2.640
H -7.582 2.733 0.211
H -7.588 3.042 1.929
H -8.979 3.473 0.910
C -0.853 4.974 -1.957
O -0.932 5.565 -3.276
C -1.761 6.722 -3.224
C -2.169 7.274 -4.623
N -0.929 7.559 -5.328
C -1.166 7.950 -6.713
C 0.140 7.788 -7.500
O 0.504 6.408 -7.466
C 1.701 5.947 -8.140
H -0.365 5.692 -1.298
H -0.286 4.043 -1.960
H -1.848 4.774 -1.557
H -1.342 7.582 -2.700
H -2.690 6.511 -2.695
H -2.724 8.197 -4.456
H -2.776 6.632 -5.261
H -0.265 6.809 -5.199
H -1.517 8.980 -6.783
H -1.980 7.311 -7.055
H 0.962 8.291 -6.990
H 0.017 8.143 -8.523
H 1.592 6.041 -9.220
H 1.999 4.904 -8.032
H 2.557 6.581 -7.910
C 2.038 0.504 -4.220
O 2.301 -0.855 -4.484
C 1.957 -1.697 -3.400
C 2.328 -3.142 -3.790
N 3.627 -3.595 -3.253
C 4.742 -3.188 -4.092
C 6.040 -3.499 -3.322
O 6.211 -4.931 -3.119
C 6.148 -5.785 -4.230
H 1.000 0.823 -4.117
H 2.516 1.181 -4.928
H 2.427 0.845 -3.260
H 0.906 -1.621 -3.121
H 2.447 -1.419 -2.467
H 2.149 -3.277 -4.857
H 1.556 -3.722 -3.285
H 3.598 -4.602 -3.177
H 4.758 -2.153 -4.430
H 4.703 -3.799 -4.994
H 5.962 -2.982 -2.365
H 6.916 -2.999 -3.734
H 5.218 -5.899 -4.788
H 6.603 -6.732 -3.942
H 6.901 -5.438 -4.937
O 3.609 -3.331 0.679
H 3.877 -3.508 -0.223
H 3.761 -2.393 0.795
O 3.398 -2.853 4.606
H 4.239 -2.412 4.483
H 3.027 -2.449 5.390
O -3.748 -3.219 -1.678
H -3.147 -2.523 -1.410
H -3.530 -3.956 -1.108
O 1.147 -2.037 7.511
H 0.490 -1.443 7.874
H 1.176 -2.769 8.127
O 4.407 0.394 1.183
H 3.470 0.575 1.250
H 4.828 1.221 1.419
O -0.601 -5.652 4.978
H -0.588 -6.052 5.847
H -1.528 -5.623 4.740
C -5.488 -5.780 5.740
C -5.477 -5.526 4.176
O -4.180 -5.961 3.827
H -5.123 -6.791 5.919
H -6.499 -5.728 6.144
H -4.931 -5.013 6.277
H -5.505 -4.488 3.845
H -6.229 -6.137 3.676
H -4.178 -6.013 2.868
```



Computed, not measured: 2 unconnected molecules or ions with the total composition C6H11NO3S in a non-equilibrium geometry, with the ωB97M-V functional and the def2-TZVPD basis.

Computed properties:
ΔE to the lowest compared entry with this formula, charge and spin = 230.9 kcal/mol
HOMO = -0.2907 hartree
net charge = 0
2S+1 = 1

Geometry as XYZ:
```
22
C6H11NO3S | the Open Molecules 2025 dataset | the ωB97M-V functional and the def2-TZVPD basis
C -2.840 0.407 1.391
C -2.021 0.029 0.386
C -1.134 -1.045 0.372
C 2.321 0.569 -1.570
C -0.126 -1.015 2.223
C 0.861 0.534 -1.739
N 0.393 0.293 2.240
O -0.181 1.172 2.852
O 1.474 0.390 1.604
O -0.099 -1.990 -1.861
S 0.090 -0.986 -0.876
H -3.543 1.218 1.353
H -2.774 -0.067 2.353
H -2.153 0.525 -0.529
H 2.588 1.194 -0.656
H 2.672 -0.463 -1.352
H 2.783 1.088 -2.497
H -0.978 -1.071 2.863
H 0.675 -1.753 2.071
H 0.378 0.590 -2.760
H 0.395 1.213 -1.069
H 1.159 -1.451 -0.100
```



Computed, not measured: a molecular structure, CH4CsN2O in a non-equilibrium geometry, with the ωB97M-V functional and the def2-TZVPD basis.

Computed properties:
ΔE to the lowest compared entry with this formula, charge and spin = 41.3 kcal/mol
HOMO = -0.5409 hartree
net charge = +1
2S+1 = 1

Geometry as XYZ:
```
9
CH4CsN2O | the Open Molecules 2025 dataset | the ωB97M-V functional and the def2-TZVPD basis
Cs -20.106 22.046 -7.400
C -20.435 21.218 -10.003
O -20.824 20.432 -9.151
N -19.461 20.953 -10.803
N -20.819 22.469 -10.010
H -18.912 21.663 -11.267
H -19.142 19.998 -10.727
H -21.360 22.813 -9.230
H -20.740 23.087 -10.805
```